Model one:
This record from OMol25 describes an isolated molecule of C4H5FO2. The level of theory is ωB97M-V/def2-TZVPD.

Last column: natural (NBO) charge in e.
Cartesian coordinates (Å):
C -0.237 1.153 0.855  -0.62
C 0.436 0.802 -0.533  -0.49
C 0.545 -0.727 -0.491  0.47
O 1.617 -1.266 -0.236  -0.48
C -0.545 -1.729 -0.607  0.78
O -0.736 -2.543 -1.442  -0.47
F -1.026 -1.821 0.653  -0.33
H -0.932 0.315 1.202  0.23
H -0.715 2.084 0.776  0.22
H 0.424 1.363 1.714  0.22
H 1.451 1.245 -0.589  0.25
H -0.282 1.124 -1.302  0.23

As for the multiplicity: 1. The value obtained for the HOMO-LUMO gap is 0.40600 Eh. Its structure (SMILES) is CCC(=O)C(=O)F. The value obtained for the HOMO energy is -10.517 eV.

Model two:
This record from OMol25 describes an isolated molecule of C4H5FO2. The level of theory is ωB97M-V/def2-TZVPD.

Last column: natural (NBO) charge in e.
Cartesian coordinates (Å):
O 2.406 0.646 -0.104  -0.51
C 1.597 0.424 0.759  0.45
C 0.282 -0.265 0.645  -0.40
C -0.191 -0.594 -0.674  -0.48
C -0.939 0.410 0.005  0.64
O -0.967 1.717 -0.295  -0.69
F -2.146 0.129 0.640  -0.36
H 1.832 0.589 1.807  0.10
H 0.075 -0.894 1.519  0.25
H 0.282 -0.003 -1.564  0.26
H -0.399 -1.643 -0.869  0.25
H -1.533 2.002 -0.929  0.49

As for the multiplicity: 1. The value obtained for the HOMO-LUMO gap is 0.39377 Eh. Its structure (SMILES) is O=C[C@@H]1C[C@@]1(O)F. The value obtained for the HOMO energy is -9.952 eV.

Most stable: model one (next structure +0.0481 hartree)

Model one:
This record from OMol25 describes an isolated molecule of C4H5FO2. The level of theory is ωB97M-V/def2-TZVPD.

Last column: natural (NBO) charge in e.
Cartesian coordinates (Å):
O 2.395 1.237 -0.217  -0.50
C 2.392 0.109 0.253  0.41
C 1.319 -0.968 0.284  -0.18
O 0.169 -0.690 -0.604  -0.51
C -0.851 0.045 -0.024  0.01
C -2.180 -0.281 -0.096  0.20
F -3.066 0.626 0.245  -0.32
H 3.412 -0.240 0.722  0.10
H 1.111 -1.191 1.422  0.22
H 1.727 -1.884 -0.109  0.23
H -0.619 1.110 0.096  0.19
H -2.628 -1.229 -0.261  0.17

As for the multiplicity: 1. The value obtained for the HOMO-LUMO gap is 0.37225 Eh. Its structure (SMILES) is O=CCO/C=C/F. The value obtained for the HOMO energy is -9.366 eV.

Model two:
This record from OMol25 describes a 3-piece molecular cluster, C4H5FO2 overall. The level of theory is ωB97M-V/def2-TZVPD.

Last column: natural (NBO) charge in e.
Cartesian coordinates (Å):
C -0.996 0.301 0.104  0.72
C -4.517 0.636 -0.920  0.52
C 1.195 -0.882 -0.038  -0.57
C -0.033 -0.356 0.698  -0.55
O -1.923 0.774 -0.492  -0.47
O -4.929 0.458 0.121  -0.52
F 3.655 1.533 -0.223  -0.56
H 0.808 -1.510 -0.793  0.22
H 1.815 -1.485 0.781  0.23
H 2.005 -0.215 -0.530  0.16
H 2.833 1.101 -0.463  0.55
H 0.087 -0.356 1.756  0.27

As for the multiplicity: 1. The value obtained for the HOMO-LUMO gap is 0.35924 Eh. The value obtained for the HOMO energy is -9.528 eV.

Most stable: model two (next structure +0.0195 hartree)

Model one:
This record from OMol25 describes C6H16N2O as an isolated structure. The level of theory is ωB97M-V/def2-TZVPD.

Last column: natural (NBO) charge in e.
Cartesian coordinates (Å):
C -0.636 -0.163 -0.914  0.01
C 0.146 0.392 -2.105  -0.65
C -0.583 -1.692 -0.875  -0.65
N -2.049 0.177 -1.140  -0.85
H 1.026 -0.228 0.063  0.48
H -2.603 -0.103 -0.332  0.37
H -2.180 1.178 -1.255  0.35
H 1.212 0.159 -2.023  0.20
H -0.217 -0.024 -3.054  0.23
H 0.053 1.481 -2.177  0.21
H -1.130 -2.073 -0.006  0.23
H 0.446 -2.060 -0.817  0.19
H -1.009 -2.131 -1.784  0.22
C 1.605 -1.217 1.949  -0.42
C -0.241 2.088 0.721  -0.73
N 1.473 -0.043 1.088  -0.83
C -0.369 0.595 0.880  0.60
O -1.106 0.076 1.704  -0.69
H 1.933 0.777 1.478  0.41
H 1.815 -0.936 2.982  0.21
H 2.397 -1.868 1.575  0.19
H 0.669 -1.772 1.940  0.22
H -0.006 2.523 1.698  0.23
H -1.189 2.512 0.393  0.24
H 0.543 2.350 0.010  0.21

As for the multiplicity: 1. The value obtained for the HOMO-LUMO gap is 0.30948 Eh. The value obtained for the HOMO energy is -7.627 eV.

Model two:
This record from OMol25 describes an isolated molecule of C6H16N2O. The level of theory is ωB97M-V/def2-TZVPD.

Last column: natural (NBO) charge in e.
Cartesian coordinates (Å):
C -0.344 -2.365 0.077  -0.62
C -0.037 -1.360 1.179  -0.05
N 1.157 -1.849 1.895  -0.83
C 0.152 0.141 0.832  -0.42
C -0.324 0.755 -0.513  0.08
C 0.546 0.260 -1.684  -0.62
N -1.719 0.372 -0.786  -0.84
C -0.230 2.329 -0.491  -0.07
O 0.359 2.869 0.687  -0.72
H -1.269 -2.123 -0.451  0.24
H -0.495 -3.363 0.508  0.22
H 0.472 -2.456 -0.644  0.19
H -0.868 -1.420 1.894  0.19
H 1.400 -1.201 2.643  0.35
H 1.951 -1.860 1.256  0.34
H 1.216 0.399 0.941  0.20
H -0.347 0.687 1.648  0.22
H 1.612 0.372 -1.451  0.20
H 0.369 -0.787 -1.935  0.22
H 0.347 0.828 -2.601  0.20
H -2.324 0.748 -0.055  0.36
H -2.037 0.791 -1.660  0.35
H 0.323 2.721 -1.353  0.16
H -1.231 2.772 -0.556  0.18
H 1.319 2.743 0.619  0.46

As for the multiplicity: 1. The value obtained for the HOMO-LUMO gap is 0.35724 Eh. Its structure (SMILES) is C[C@@H](N)C[C@@](C)(N)CO. The value obtained for the HOMO energy is -9.001 eV.

Most stable: model two (next structure +0.0759 hartree)

Model one:
This record from OMol25 describes an isolated molecule of C6H16N2O. The level of theory is ωB97M-V/def2-TZVPD.

Last column: natural (NBO) charge in e.
Cartesian coordinates (Å):
C -1.190 -1.556 -1.763  -0.61
C -0.326 -0.308 -1.852  -0.39
C 0.522 0.081 -0.524  -0.24
C 1.626 -0.970 -0.336  -0.62
C -0.352 0.303 0.724  0.38
N -1.407 1.270 0.492  -0.85
O -0.983 -0.872 1.162  -0.74
C 0.585 0.895 1.937  -0.25
N 0.878 2.325 1.826  -0.82
H -0.627 -2.418 -1.395  0.20
H -1.581 -1.819 -2.753  0.21
H -2.055 -1.400 -1.113  0.21
H -0.952 0.544 -2.142  0.20
H 0.390 -0.435 -2.674  0.20
H 1.010 1.027 -0.787  0.21
H 1.249 -1.909 0.079  0.20
H 2.417 -0.601 0.321  0.21
H 2.103 -1.212 -1.292  0.22
H -2.019 0.908 -0.236  0.37
H -1.991 1.294 1.327  0.37
H -0.297 -1.486 1.472  0.47
H 1.514 0.334 2.065  0.19
H 0.032 0.733 2.870  0.19
H -0.009 2.782 1.586  0.37
H 1.462 2.489 1.008  0.35

As for the multiplicity: 1. The value obtained for the HOMO-LUMO gap is 0.35944 Eh. Its structure (SMILES) is CC[C@H](C)[C@@](N)(O)CN. The value obtained for the HOMO energy is -8.927 eV.

Model two:
This record from OMol25 describes a 2-piece molecular cluster, C6H16N2O overall. The level of theory is ωB97M-V/def2-TZVPD.

Last column: natural (NBO) charge in e.
Cartesian coordinates (Å):
C 1.491 -2.385 -1.154  -0.64
C 1.459 -0.900 -0.967  -0.23
C 1.445 -0.213 0.174  0.03
C 1.424 -0.814 1.549  -0.66
C 1.401 1.289 0.175  -0.65
H 0.723 -2.693 -1.867  0.21
H 2.455 -2.690 -1.565  0.22
H 1.330 -2.928 -0.227  0.21
H 1.462 -0.340 -1.897  0.19
H 1.443 -1.900 1.538  0.21
H 2.289 -0.463 2.114  0.22
H 0.531 -0.484 2.083  0.23
H 1.416 1.691 -0.836  0.21
H 2.255 1.690 0.723  0.21
H 0.499 1.637 0.679  0.24
C -2.324 2.205 -0.378  -0.28
O -1.880 1.670 0.837  -0.49
N -2.070 0.148 1.045  -0.17
N -1.825 -0.663 -0.007  -0.65
H -3.414 2.131 -0.475  0.15
H -1.868 1.702 -1.246  0.16
H -2.015 3.250 -0.394  0.21
H -3.088 0.331 1.125  0.34
H -0.828 -0.810 -0.145  0.38
H -2.311 -0.464 -0.884  0.34

As for the multiplicity: 1. The value obtained for the HOMO-LUMO gap is 0.36253 Eh. Its structure (SMILES) is CC=C(C)C.CONN. The value obtained for the HOMO energy is -8.958 eV.

Most stable: model one (next structure +0.1223 hartree)

Model one:
This record from OMol25 describes an isolated molecule of C5H14N2. The level of theory is ωB97M-V/def2-TZVPD.

Last column: natural (NBO) charge in e.
Cartesian coordinates (Å):
C -1.860 -0.095 2.445  -0.64
C -1.537 0.850 1.294  -0.21
N -0.782 0.277 0.186  -0.65
C 0.672 0.226 0.334  -0.21
C 1.421 0.588 -0.960  -0.41
C 0.933 -0.165 -2.169  -0.23
N 1.098 -1.619 -2.005  -0.85
H -1.123 0.011 3.249  0.21
H -2.860 0.086 2.827  0.21
H -1.783 -1.127 2.106  0.21
H -2.422 1.329 0.875  0.19
H -0.952 1.722 1.621  0.18
H -1.142 -0.630 -0.079  0.36
H 0.944 0.920 1.125  0.19
H 1.018 -0.772 0.641  0.17
H 1.413 1.667 -1.118  0.21
H 2.471 0.348 -0.717  0.19
H -0.135 0.029 -2.281  0.20
H 1.408 0.225 -3.073  0.17
H 1.320 -2.065 -2.890  0.36
H 1.899 -1.805 -1.410  0.35

As for the multiplicity: 1. The value obtained for the HOMO-LUMO gap is 0.35222 Eh. Its structure (SMILES) is CCNCCCN. The value obtained for the HOMO energy is -8.418 eV.

Model two:
This record from OMol25 describes an isolated molecule of C5H14N2. The level of theory is ωB97M-V/def2-TZVPD.

Last column: natural (NBO) charge in e.
Cartesian coordinates (Å):
C -0.025 1.651 0.832  -0.65
C 0.007 0.154 1.023  -0.23
C 1.326 -0.654 1.523  -0.61
C -0.640 -0.537 -0.150  -0.05
N -2.047 -0.089 -0.116  -0.87
C 0.169 -0.078 -1.320  -0.24
N 0.049 -1.073 -2.413  -0.84
H -0.340 2.156 -0.160  0.22
H -0.646 2.046 1.651  0.22
H 1.014 2.111 1.032  0.22
H -0.639 -0.245 1.782  0.21
H 1.688 -0.031 2.423  0.22
H 1.187 -1.715 1.817  0.21
H 1.927 -0.727 0.615  0.20
H -0.447 -1.653 0.014  0.19
H -2.362 0.821 0.255  0.38
H -2.519 -0.277 -0.961  0.37
H -0.028 1.003 -1.554  0.20
H 1.259 -0.072 -1.045  0.16
H 0.617 -0.803 -3.163  0.35
H 0.452 -1.988 -2.087  0.35

As for the multiplicity: 1. The value obtained for the HOMO-LUMO gap is 0.35958 Eh. Its structure (SMILES) is CC(C)[C@@H](N)CN. The value obtained for the HOMO energy is -8.769 eV.

Model three:
This record from OMol25 describes an isolated molecule of C5H14N2. The level of theory is ωB97M-V/def2-TZVPD.

Last column: natural (NBO) charge in e.
Cartesian coordinates (Å):
C 1.668 1.072 -0.059  -0.65
C 0.748 0.056 -0.975  -0.20
C -0.180 0.836 -2.038  -0.63
C -0.127 -0.772 0.026  -0.07
N 0.563 -1.945 0.635  -0.82
C -0.631 0.027 1.191  -0.24
N -1.804 -0.476 1.936  -0.86
H 2.107 0.759 0.955  0.23
H 2.591 1.380 -0.656  0.21
H 1.092 2.077 0.023  0.21
H 1.389 -0.531 -1.637  0.21
H 0.551 1.329 -2.676  0.21
H -0.835 0.073 -2.578  0.22
H -0.752 1.790 -1.667  0.21
H -1.048 -1.170 -0.456  0.16
H -0.257 -2.128 1.305  0.35
H 0.301 -2.791 0.143  0.34
H 0.309 0.048 1.902  0.20
H -0.877 1.047 0.876  0.18
H -2.312 0.253 2.396  0.37
H -2.497 -0.934 1.354  0.35

As for the multiplicity: 1. The value obtained for the HOMO-LUMO gap is 0.37655 Eh. Its structure (SMILES) is CC(C)[C@@H](N)CN. The value obtained for the HOMO energy is -9.251 eV.

Model four:
This record from OMol25 describes an isolated molecule of C5H14N2. The level of theory is ωB97M-V/def2-TZVPD.

Last column: natural (NBO) charge in e.
Cartesian coordinates (Å):
C 0.985 1.808 1.214  -0.41
N 0.418 0.455 1.016  -0.64
C 0.376 0.009 -0.346  -0.05
C 1.722 -0.030 -1.084  -0.62
C -0.400 -1.310 -0.546  -0.41
C -1.944 -1.106 -0.452  -0.21
N -2.523 -0.202 0.531  -0.81
H 2.073 1.779 1.028  0.17
H 0.531 2.517 0.531  0.20
H 0.930 2.005 2.282  0.20
H 0.952 -0.135 1.626  0.35
H -0.216 0.697 -0.986  0.17
H 2.195 0.951 -1.134  0.21
H 1.606 -0.512 -2.049  0.21
H 2.410 -0.637 -0.471  0.19
H -0.231 -1.871 -1.458  0.21
H -0.067 -1.913 0.319  0.18
H -2.135 -0.592 -1.412  0.17
H -2.463 -2.061 -0.552  0.19
H -2.040 0.690 0.515  0.36
H -2.179 -0.540 1.428  0.34

As for the multiplicity: 1. The value obtained for the HOMO-LUMO gap is 0.35376 Eh. Its structure (SMILES) is CN[C@@H](C)CCN. The value obtained for the HOMO energy is -8.580 eV.

Most stable: model one (next structure +0.0112 hartree)